# C6H12NO3

A 2-piece molecular cluster, C6H12NO3 overall (ωB97M-V with the def2-TZVPD basis set, OMol25).

Each line ends with the Löwdin charge.
Geometry (Å):
C (1.78, 0.24, -1.52)  -0.1465
C (0.81, -0.54, -2.43)  -0.0728
C (1.40, 1.53, -0.82)  -0.6361
O (2.14, 1.89, 0.11)  0.2293
O (0.37, 2.20, -1.07)  0.1581
H (2.22, -0.40, -0.74)  0.1271
H (2.63, 0.54, -2.14)  0.1258
H (0.86, -1.62, -2.31)  0.0785
H (1.01, -0.31, -3.46)  0.0648
H (-0.21, -0.15, -2.23)  0.0752
C (-1.19, -0.51, 0.83)  -0.1892
C (-1.15, -1.96, 1.22)  -0.0938
C (-1.37, 0.48, 1.93)  -0.5281
O (-1.84, 0.26, 3.03)  0.0496
N (-0.90, 1.76, 1.72)  0.1551
H (-0.24, -0.26, 0.35)  0.0844
H (-1.79, -0.26, -0.06)  0.1327
H (-0.95, -2.65, 0.41)  0.0725
H (-2.13, -2.36, 1.54)  0.0806
H (-0.62, 2.28, 2.54)  0.1054
H (-0.26, 1.88, 0.94)  0.0401
H (-0.59, -2.05, 2.16)  0.0874

The relative energy (zero: lowest compared OMol25 entry of this formula, charge and spin) is 0.3457 eV. The spin multiplicity is 2. The LUMO energy (alpha / beta) comes out at 0.58 / -3.93 eV. The expectation value of S² is 0.758. For the orbital gap (alpha / beta), the calculation gives 10.21 / 5.70 eV.